No. 1
The following is a quantum chemistry calculation of C17H20ClN3O4S in the gas phase, from the OMol25 dataset.

The geometry in XYZ format:
```
46
C17H20ClN3O4S | the OMol25 dataset | ωB97M-V/def2-TZVPD
C -3.9590 -3.4327 0.6436
H -4.4742 -3.5879 -0.3085
O -3.1837 -2.2588 0.6225
C -3.7946 -1.0797 0.3652
C -5.1709 -0.9011 0.2694
C -5.7196 0.3591 0.1025
C -4.8896 1.4624 0.0340
C -3.5144 1.3108 0.0941
C -2.9609 0.0484 0.2382
N -1.5649 -0.0948 0.2752
C -0.8695 -1.0051 -0.4712
O -1.3971 -1.7455 -1.2773
C 0.5808 -0.9794 -0.2201
C 1.3520 -0.0935 0.5163
C 2.6813 -0.5178 0.4104
C 2.6865 -1.6473 -0.3781
N 1.4246 -1.9170 -0.7594
C 1.0368 -3.0307 -1.5805
H 0.2795 -3.6280 -1.0730
H 1.9131 -3.6432 -1.7846
H 0.6034 -2.6797 -2.5179
H 3.5170 -2.2637 -0.6584
S 4.0950 0.2423 1.1702
O 5.0949 -0.7697 1.3368
O 3.6363 0.9769 2.3107
N 4.7106 1.3570 0.0916
C 5.2019 0.8150 -1.1550
H 5.4758 -0.2263 -0.9954
H 6.0973 1.3743 -1.4419
C 4.0784 1.0169 -2.1908
H 4.4882 1.3468 -3.1436
H 3.5366 0.0870 -2.3593
C 3.1547 2.0794 -1.5689
H 3.0470 2.9505 -2.2124
H 2.1629 1.6666 -1.3878
C 3.8350 2.4577 -0.2404
H 3.1428 2.6122 0.5850
H 4.4464 3.3570 -0.3614
H 1.0365 0.7580 1.0852
H -1.0481 0.6100 0.7769
H -2.8692 2.1725 0.0188
Cl -5.5638 3.0442 -0.1419
H -6.7891 0.4790 0.0382
H -5.8356 -1.7463 0.3411
H -3.2532 -4.2453 0.8065
H -4.6884 -3.4184 1.4605
```

The value obtained for the molar mass is 397.884 g/mol. The SMILES is COc1ccc(Cl)cc1NC(=O)c1cc(S(=O)(=O)N2CCCC2)cn1C. The multiplicity is 1. The calculation puts the orbital gap at 8.97 eV. Its net charge is 0. The value obtained for the relative energy (zero: lowest compared OMol25 entry of this formula, charge and spin) is 19.20 kcal per mole. The LUMO energy is 0.0190 hartree. Its calculated total energy is -1983.40689 Ha.

These are the natural (NBO) partial charges, in e, on atoms 1 to 6: -0.25 0.18 -0.48 0.29 -0.27 -0.22

---

No. 2
The following is a quantum chemistry calculation of a molecular structure, C17H20CoN8S, from the OMol25 dataset.

The geometry in XYZ format:
```
47
C17H20CoN8S | the OMol25 dataset | ωB97M-V/def2-TZVPD
Co 0.1501 -1.0234 -0.1343
N -2.8162 0.5509 5.9158
C -1.6844 0.9872 5.3450
S -0.7680 2.1540 6.1860
C -1.2656 0.5283 4.0653
C -0.0113 0.8968 3.5147
C 0.4097 0.3593 2.3339
N -0.3204 -0.5272 1.6135
C -1.5472 -0.8380 2.0965
C -2.0429 -0.3543 3.2714
H -3.0796 0.8804 6.8299
H -3.3780 -0.1744 5.5035
H 0.6300 1.5763 4.0543
H 1.3844 0.6122 1.9403
H -2.1384 -1.5260 1.5036
H -3.0245 -0.6692 3.5813
N -0.2262 -3.8302 -4.5329
C 0.4694 -2.9709 -3.7906
C 0.0239 -2.5274 -2.5182
N 0.7844 -1.7540 -1.7563
C 1.9863 -1.3804 -2.2146
C 2.3971 -1.7812 -3.4815
N 1.6571 -2.5535 -4.2383
H -1.1546 -4.1214 -4.2784
H 0.1577 -4.1304 -5.4143
H -0.9334 -2.8378 -2.1211
H 2.6250 -0.7982 -1.5672
H 3.3594 -1.4942 -3.8777
N 0.4356 -2.9918 0.6640
H -0.4350 -3.5138 0.5858
H 0.6759 -2.9937 1.6540
H 1.1492 -3.5502 0.2012
N -1.4669 2.3125 -1.8934
C -1.4973 1.0591 -1.4213
N -0.3412 0.6858 -0.9008
C 0.5030 1.7746 -1.0387
C 1.8319 1.9602 -0.6694
C 2.4071 3.1816 -0.9468
C 1.6944 4.2060 -1.5762
C 0.3775 4.0453 -1.9521
C -0.2065 2.8166 -1.6714
H -2.2325 2.8061 -2.3319
H -2.3747 0.4382 -1.4667
H 2.3867 1.1719 -0.1833
H 3.4339 3.3609 -0.6732
H 2.1879 5.1424 -1.7719
H -0.1728 4.8350 -2.4375
```

The value obtained for the molar mass is 427.403 g/mol. The multiplicity is 2. The calculation puts the orbital gap (spin up / spin down) at 6.69 / 6.65 eV. Its net charge is +2. The value obtained for the relative energy (zero: lowest compared OMol25 entry of this formula, charge and spin) is 2.41 kcal per mole. The LUMO energy (spin up / spin down) is -0.2432 / -0.2448 hartree. Its calculated total energy is -2878.37294 Ha.

These are the natural (NBO) partial charges, in e, on atoms 1 to 6: 1.13 -0.73 0.06 -0.05 0.00 -0.17